Record 1
This record from OMol25 describes 3 unconnected molecules or ions with the total composition CH3ClNO2S at a distorted geometry. The level of theory is ωB97M-V/def2-TZVPD.

Structure (XYZ):
```
9
Properties=species:S:1:pos:R:3:forces:R:3:mulliken_charge:R:1
C 0.8068 -0.5885 1.1992 -2.0 0.7 -0.8 0.123
N 1.9333 -0.6918 0.6996 2.4 -2.0 0.6 -0.488
O -1.5032 0.3190 -2.9351 0.1 0.0 -0.1 -0.496
O -1.3192 0.2302 -0.4680 -0.8 0.3 -0.9 -0.574
S -1.8942 0.9384 -1.6658 1.4 1.3 1.1 0.119
Cl 0.3515 -1.2394 2.7670 -0.1 -0.5 0.8 -0.259
H -0.1435 -0.1427 0.6894 1.9 -0.3 0.5 0.412
H 2.6203 -1.3630 1.2519 -1.8 2.0 -1.0 0.245
H -0.8518 2.5376 -1.5381 -1.1 -1.6 -0.3 -0.082
```
Forces are in eV/Å.

## Properties
Net charge: -1
HOMO-LUMO gap (eV): 6.711
Highest occupied orbital energy (eV): -3.4
DFT total energy (eV): -30027.5787
M (Da): 128.56

***

Record 2
This record from OMol25 describes a molecular structure, CH3ClNO2S at a distorted geometry. The level of theory is ωB97M-V/def2-TZVPD.

Structure (XYZ):
```
9
Properties=species:S:1:pos:R:3:forces:R:3:mulliken_charge:R:1
C 0.9941 0.8668 1.9335 -4.3 0.4 -1.8 -0.571
N 1.7409 -1.0297 0.3901 -0.6 -4.5 0.1 -0.417
O 3.0960 0.5077 -0.4545 1.6 1.7 -2.3 -0.545
O 2.2868 1.0033 1.8213 5.1 1.9 0.4 -0.468
S 3.0534 -0.2838 0.7444 -0.6 1.0 1.4 0.527
Cl 1.6234 -2.5308 1.5715 0.0 1.3 -0.7 -0.290
H 0.8551 0.2024 0.9890 -2.2 0.7 1.7 0.438
H 0.9101 0.3252 2.8393 -1.8 -0.7 1.2 0.172
H 0.1468 1.8143 1.8867 2.8 -1.9 0.1 0.155
```
Forces are in eV/Å.

## Properties
Net charge: -1
HOMO-LUMO gap (eV): 7.811
Highest occupied orbital energy (eV): -4.1
DFT total energy (eV): -30025.6386
M (Da): 128.56

***

Record 3
This record from OMol25 describes 2 unconnected molecules or ions with the total composition CH3ClO at a distorted geometry. The level of theory is ωB97M-V/def2-TZVPD.

Structure (XYZ):
```
6
Properties=species:S:1:pos:R:3:forces:R:3:mulliken_charge:R:1
C -0.5774 0.7144 -0.6315 1.9 -2.6 5.0 -0.169
O 0.8221 0.3843 1.3603 -2.6 -3.7 -2.4 -0.688
Cl -0.2478 2.2664 -1.0627 -0.3 0.0 -0.5 0.011
H 0.1009 -0.1754 -0.7847 -0.6 1.4 -0.9 0.302
H -1.2958 0.4287 0.2123 0.4 1.1 -1.7 0.301
H 1.1237 1.2217 1.5101 1.2 3.8 0.5 0.243
```
Forces are in eV/Å.

## Properties
HOMO-LUMO gap (alpha / beta) (eV): 7.437 / 7.422
Highest occupied orbital energy (alpha / beta) (eV): -9.3 / -9.3
DFT total energy (eV): -15650.8389
M (Da): 66.49

***

Record 4
This record from OMol25 describes a gas-phase ion, CH3ClO2PS (charge -1) at a distorted geometry. The level of theory is ωB97M-V/def2-TZVPD.

Structure (XYZ):
```
9
Properties=species:S:1:pos:R:3:forces:R:3:mulliken_charge:R:1
C -0.8227 -1.1319 -0.4286 -0.3 0.5 1.4 -0.893
O 0.5995 2.7260 0.8677 0.3 -4.9 -1.1 -0.708
O 0.8701 0.1750 1.6212 0.1 -1.8 1.5 -0.640
P 0.7433 1.1572 0.5721 -1.9 7.0 -0.3 0.842
S -0.8425 0.6203 -0.8332 0.8 0.4 1.1 -0.247
Cl 2.3165 0.9776 -0.6804 1.3 -0.2 -0.7 -0.294
H -0.7088 -1.6843 -1.2931 1.9 -1.4 -1.8 0.317
H -1.8269 -1.3874 -0.3454 -2.3 -0.2 1.1 0.319
H -0.3287 -1.4524 0.5197 0.1 0.5 -1.2 0.304
```
Forces are in eV/Å.

## Properties
SMILES: CS[P@@](=O)([O-])Cl
Net charge: -1
HOMO-LUMO gap (eV): 8.249
Highest occupied orbital energy (eV): -4.8
DFT total energy (eV): -37831.3532
M (Da): 145.53

***

Record 5
This record from OMol25 describes a molecular structure, CH3ClO2PS at a distorted geometry. The level of theory is ωB97M-V/def2-TZVPD.

Structure (XYZ):
```
9
Properties=species:S:1:pos:R:3:forces:R:3:mulliken_charge:R:1
C 0.6123 -0.4126 -1.2288 -2.2 2.2 -1.2 -0.798
O -1.3825 -0.2366 2.5537 -0.8 -0.3 -0.2 -0.569
O 0.9126 0.4897 1.7428 0.9 0.4 -0.8 -0.565
P -0.4470 0.0447 1.4674 -1.1 0.4 -0.2 0.806
S -0.6290 -1.3092 -0.1715 0.6 1.6 0.0 -0.140
Cl -1.6775 2.1403 0.1385 0.8 -1.1 0.6 -0.627
H 1.0027 -1.1192 -1.8597 1.4 -2.2 -1.1 0.351
H 1.3394 0.0234 -0.5888 0.6 0.3 0.4 0.283
H 0.2689 0.3794 -2.0537 -0.1 -1.3 2.4 0.259
```
Forces are in eV/Å.

## Properties
Net charge: -1
HOMO-LUMO gap (eV): 8.458
Highest occupied orbital energy (eV): -5.3
DFT total energy (eV): -37831.1096
M (Da): 145.53

***

Record 6
This record from OMol25 describes a gas-phase ion, CH3ClO2PS (charge -1) at a distorted geometry. The level of theory is ωB97M-V/def2-TZVPD.

Structure (XYZ):
```
9
Properties=species:S:1:pos:R:3:forces:R:3:mulliken_charge:R:1
C -0.6587 -0.7154 1.0411 0.2 0.3 0.8 -0.664
O -0.7072 0.6917 -1.7944 -2.1 0.0 -1.8 -0.611
O 0.7006 1.7890 0.1947 -0.6 -4.4 -4.1 -0.729
P 0.4751 0.6165 -0.9777 1.7 4.2 6.3 0.835
S 0.5794 -1.3622 -0.0997 0.2 0.1 -0.7 -0.277
Cl 2.1283 0.5917 -2.0308 1.8 -0.1 -1.4 -0.301
H -1.5391 -1.3597 1.2702 0.9 0.2 -0.1 0.291
H -0.9767 0.1851 0.4928 -0.7 -0.3 1.3 0.223
H -0.0018 -0.4367 1.9037 -1.4 0.0 -0.3 0.232
```
Forces are in eV/Å.

## Properties
SMILES: CS[P@@](=O)([O-])Cl
Net charge: -1
HOMO-LUMO gap (eV): 8.021
Highest occupied orbital energy (eV): -4.6
DFT total energy (eV): -37830.7744
M (Da): 145.53

***

Record 7
This record from OMol25 describes a molecular structure, CH3F2O3P at a distorted geometry. The level of theory is ωB97M-V/def2-TZVPD.

Structure (XYZ):
```
10
Properties=species:S:1:pos:R:3:forces:R:3:mulliken_charge:R:1
C -1.8130 0.4309 0.5153 3.3 -0.3 -2.8 0.112
O 1.0211 -1.6802 -0.0564 -1.3 2.1 -0.1 -0.537
O 2.1870 0.9778 -1.1899 -1.1 -1.6 1.7 -0.278
O 0.7725 0.7552 -0.7814 -0.5 0.5 -1.1 -0.142
F -2.2458 0.3070 -0.7666 -0.1 0.4 0.3 -0.222
F -1.7593 1.7441 0.8349 -0.5 -1.1 0.3 -0.199
P 0.4406 -0.1108 0.5477 0.2 -1.1 0.8 0.302
H 1.2829 -2.2937 0.6370 -0.1 0.2 0.3 0.333
H 2.5217 0.1275 -0.8114 0.4 0.7 -0.7 0.343
H -2.4077 -0.2578 1.0709 -0.4 0.2 1.3 0.288
```
Forces are in eV/Å.

## Properties
HOMO-LUMO gap (eV): 8.923
Highest occupied orbital energy (eV): -8.9
DFT total energy (eV): -21947.7224
M (Da): 132.00

***

Record 8
This record from OMol25 describes CH3F2OP in the gas phase at a distorted geometry. The level of theory is ωB97M-V/def2-TZVPD.

Structure (XYZ):
```
8
Properties=species:S:1:pos:R:3:forces:R:3:mulliken_charge:R:1
C 0.8624 -0.3384 0.8192 0.1 -1.4 1.9 -0.470
O -0.1956 -0.2855 -0.0925 -1.4 0.7 -0.9 -0.144
F -1.5385 1.7232 -0.7540 0.6 -0.8 -0.3 -0.263
F -1.7404 -0.4023 -1.8327 -0.3 -0.1 -0.2 -0.203
P -0.5829 0.5631 -1.3967 0.1 0.8 0.8 0.401
H 1.2971 0.6711 1.1567 -0.5 -1.5 -0.9 0.260
H 1.5630 -1.1015 0.3369 -0.2 1.4 1.3 0.233
H 0.3350 -0.8297 1.7632 1.6 1.0 -1.7 0.186
```
Forces are in eV/Å.

## Properties
SMILES: COP(F)F
HOMO-LUMO gap (eV): 11.165
Highest occupied orbital energy (eV): -10.3
DFT total energy (eV): -17858.6117
M (Da): 100.00

***

Record 9
This record from OMol25 describes 2 unconnected molecules or ions with the total composition CH3F2OP at a distorted geometry. The level of theory is ωB97M-V/def2-TZVPD.

Structure (XYZ):
```
8
Properties=species:S:1:pos:R:3:forces:R:3:mulliken_charge:R:1
C -0.2412 -1.2152 -1.0461 -0.7 -0.9 0.2 -0.486
O 0.7865 -1.8362 -0.2949 0.0 0.3 0.3 -0.095
F -2.3052 0.0737 0.3411 0.5 -0.2 -0.1 -0.519
F 2.2722 -3.1728 0.7307 -1.1 -0.1 1.1 -0.238
P 0.7457 -2.6988 0.9994 1.7 -0.1 -1.1 0.492
H -0.9954 -1.9774 -1.1994 -0.5 0.4 -0.1 0.265
H 0.1819 -0.9162 -1.9575 0.7 0.2 -1.3 0.247
H -0.6446 -0.3282 -0.5848 -0.7 0.4 1.0 0.333
```
Forces are in eV/Å.

## Properties
HOMO-LUMO gap (alpha / beta) (eV): 9.098 / 3.931
Highest occupied orbital energy (alpha / beta) (eV): -11.3 / -7.8
DFT total energy (eV): -17853.5772
M (Da): 100.00

***

Record 10
This record from OMol25 describes CH3F2PS in the gas phase at a distorted geometry. The level of theory is ωB97M-V/def2-TZVPD.

Structure (XYZ):
```
8
Properties=species:S:1:pos:R:3:forces:R:3:mulliken_charge:R:1
C 0.1576 -0.1898 -0.3731 4.9 -0.2 -0.8 -0.836
F -1.9408 -0.0859 -3.2288 0.0 0.3 0.9 -0.241
F -1.3919 2.1536 -3.4763 -0.3 0.5 0.3 -0.220
P -1.7702 1.2051 -2.2518 1.1 -0.7 -1.2 0.464
S 0.2923 1.0379 -1.6599 -0.6 1.0 -0.4 -0.097
H 1.2743 -0.6283 -0.3043 -2.6 0.9 0.1 0.255
H -0.4000 -0.8963 -0.8267 -1.8 -2.9 -0.9 0.332
H -0.2099 0.0572 0.5580 -0.6 1.0 1.9 0.345
```
Forces are in eV/Å.

## Properties
SMILES: CSP(F)F
HOMO-LUMO gap (eV): 9.876
Highest occupied orbital energy (eV): -9.6
DFT total energy (eV): -26646.1187
M (Da): 116.07

***

Record 11
This record from OMol25 describes CH3F2PS in the gas phase at a distorted geometry. The level of theory is ωB97M-V/def2-TZVPD.

Structure (XYZ):
```
8
Properties=species:S:1:pos:R:3:forces:R:3:mulliken_charge:R:1
C -1.4976 -0.0502 0.0826 -3.1 -1.6 1.9 -0.656
F 2.9587 -0.3926 -1.1315 -0.9 0.5 0.6 -0.193
F 2.3182 0.6410 1.0096 -0.1 0.1 -1.5 -0.194
P 1.8086 0.5469 -0.5282 -1.1 -2.2 2.0 0.534
S -0.0850 -1.1425 0.2178 2.4 1.2 -1.1 -0.216
H -1.1923 0.8949 -0.3102 -0.2 0.7 -0.2 0.265
H -1.9325 0.0483 1.2026 0.9 0.2 -2.7 0.227
H -2.3781 -0.5458 -0.5429 2.0 1.2 1.1 0.233
```
Forces are in eV/Å.

## Properties
SMILES: CSP(F)F
HOMO-LUMO gap (eV): 8.062
Highest occupied orbital energy (eV): -8.8
DFT total energy (eV): -26645.0665
M (Da): 116.07

***

Record 12
This record from OMol25 describes 2 unconnected molecules or ions with the total composition CH3F2PS at a distorted geometry. The level of theory is ωB97M-V/def2-TZVPD.

Structure (XYZ):
```
8
Properties=species:S:1:pos:R:3:forces:R:3:mulliken_charge:R:1
C 0.0424 2.2884 0.0375 2.0 -2.7 0.8 -0.655
F -1.5865 4.0418 0.9214 -1.5 0.5 -0.5 -0.271
F -3.8025 2.9333 0.8186 0.9 0.9 -1.0 -0.271
P -2.6829 3.5892 -0.2065 -1.3 0.6 2.3 0.501
S 0.3868 0.8711 0.8004 -0.4 1.1 0.1 -0.153
H -2.1213 2.3677 -0.3742 0.6 -1.2 -0.6 0.063
H 0.0133 2.0219 -1.0216 -0.4 1.6 -0.1 0.424
H 0.0566 3.2387 0.5950 0.1 -0.7 -1.1 0.361
```
Forces are in eV/Å.

## Properties
SMILES: C=S.FPF
HOMO-LUMO gap (eV): 8.224
Highest occupied orbital energy (eV): -8.8
DFT total energy (eV): -26643.8218
M (Da): 116.07